1.
{"formula": "H8O4", "method": "ωB97M-V/def2-TZVPD", "e_homo_ev": -10.67, "lumo_ev": 0.49, "de_lowest_ev": 0.9682, "smiles": "O.O.O.O", "total_charge": 0, "homo_lumo_gap_ev": 11.16, "symbols": ["O", "H", "H", "O", "H", "H", "O", "H", "H", "O", "H", "H"], "xyz": [[1.277, -2.151, 2.038], [1.798, -2.843, 2.459], [1.023, -2.383, 1.140], [-0.475, 3.343, 0.564], [-0.669, 3.058, 1.447], [-0.761, 4.257, 0.662], [0.300, -1.969, -0.752], [0.531, -1.071, -1.044], [-0.653, -1.795, -0.729], [-0.710, 0.174, -1.839], [-1.115, 0.829, -1.234], [-0.546, 0.551, -2.713]]}

---

2.
{"formula": "C15H18N3O4", "method": "ωB97M-V/def2-TZVPD", "e_homo_ev": -12.26, "lumo_ev": -4.84, "total_charge": 1, "homo_lumo_gap_ev": 7.41, "symbols": ["C", "C", "O", "C", "O", "C", "C", "C", "N", "C", "C", "C", "N", "H", "H", "H", "H", "H", "H", "H", "H", "H", "H", "H", "H", "H", "C", "C", "C", "C", "C", "C", "N", "O", "O", "H", "H", "H", "H", "H"], "xyz": [[-2.325, 0.083, -3.106], [-1.524, -1.095, -3.798], [-2.118, -2.403, -3.622], [-1.805, -2.971, -2.412], [-2.676, -3.522, -1.789], [-0.380, -3.016, -1.790], [0.698, -3.624, -2.595], [2.045, -3.623, -2.003], [2.257, -3.070, -0.771], [1.288, -2.512, 0.033], [-0.096, -2.452, -0.436], [-1.288, -1.828, 0.361], [-0.883, -0.688, 1.240], [-3.277, -0.263, -2.626], [-2.529, 0.889, -3.868], [-1.670, 0.579, -2.332], [-0.445, -1.023, -3.502], [-1.550, -0.889, -4.907], [0.496, -4.061, -3.606], [2.852, -4.074, -2.636], [3.216, -3.084, -0.410], [1.496, -2.083, 1.038], [-1.822, -2.551, 1.033], [-2.068, -1.437, -0.352], [-0.205, -1.087, 1.899], [-0.410, 0.011, 0.654], [1.799, 4.375, 4.341], [0.465, 4.674, 4.088], [-0.188, 4.082, 3.017], [0.504, 3.188, 2.208], [1.839, 2.890, 2.449], [2.486, 3.488, 3.521], [-0.191, 2.543, 1.092], [-1.350, 2.840, 0.897], [0.438, 1.733, 0.415], [2.305, 4.835, 5.182], [-0.066, 5.367, 4.729], [-1.227, 4.321, 2.828], [2.382, 2.198, 1.818], [3.527, 3.260, 3.720]]}

---

3.
{"formula": "C44H24Cl4MnN4", "method": "ωB97M-V/def2-TZVPD", "e_homo_ev": [-5.69, -7.18], "lumo_ev": [-0.97, -1.80], "de_lowest_ev": 0.0000, "multiplicity": 6, "total_charge": 0, "homo_lumo_gap_ev": [4.72, 5.38], "symbols": ["Mn", "Cl", "C", "C", "C", "C", "C", "C", "C", "C", "C", "C", "C", "C", "C", "C", "C", "C", "Cl", "C", "C", "C", "N", "C", "C", "C", "C", "C", "C", "Cl", "C", "C", "C", "C", "C", "C", "N", "C", "C", "C", "C", "C", "N", "C", "C", "C", "C", "Cl", "C", "C", "C", "C", "N", "H", "H", "H", "H", "H", "H", "H", "H", "H", "H", "H", "H", "H", "H", "H", "H", "H", "H", "H", "H", "H", "H", "H", "H"], "xyz": [[-0.104, 0.017, 0.042], [-0.273, 6.157, 7.197], [-0.253, 5.048, 5.861], [-0.973, 3.869, 5.940], [-0.952, 2.989, 4.867], [-0.218, 3.270, 3.716], [0.500, 4.464, 3.667], [0.485, 5.353, 4.730], [-0.178, 2.290, 2.595], [-0.566, 2.710, 1.303], [-0.948, 4.012, 0.962], [-1.013, 4.078, -0.414], [-0.731, 2.797, -0.908], [-0.778, 2.409, -2.276], [-0.766, 3.437, -3.351], [0.270, 3.425, -4.285], [0.328, 4.352, -5.315], [-0.665, 5.312, -5.416], [-0.603, 6.482, -6.699], [-1.709, 5.346, -4.509], [-1.754, 4.410, -3.486], [-0.891, 1.095, -2.641], [-0.792, -0.003, -1.803], [-1.145, -1.115, -2.565], [-1.005, -2.415, -2.187], [-1.464, -3.494, -3.111], [-2.769, -3.972, -3.041], [-3.206, -4.981, -3.889], [-2.325, -5.514, -4.815], [-2.863, -6.778, -5.879], [-1.022, -5.055, -4.905], [-0.598, -4.047, -4.050], [-0.332, -2.796, -1.007], [0.054, -4.106, -0.689], [0.827, -4.041, 0.449], [0.880, -2.692, 0.842], [0.162, -1.920, -0.054], [1.472, -2.225, 2.039], [1.208, -0.981, 2.548], [1.657, -0.497, 3.828], [1.107, 0.716, 4.023], [0.360, 1.058, 2.842], [0.422, -0.006, 1.947], [2.351, -3.168, 2.784], [2.046, -3.600, 4.072], [2.878, -4.478, 4.752], [4.029, -4.936, 4.135], [5.080, -6.029, 4.983], [4.351, -4.536, 2.848], [3.511, -3.658, 2.182], [-1.527, -0.676, -3.884], [-1.319, 0.651, -3.949], [-0.458, 1.944, 0.146], [-1.542, 3.640, 6.831], [-1.523, 2.070, 4.917], [1.097, 4.691, 2.792], [1.050, 6.274, 4.684], [-1.155, 4.804, 1.664], [-1.243, 4.945, -1.010], [1.052, 2.680, -4.195], [1.136, 4.335, -6.034], [-2.486, 6.092, -4.611], [-2.598, 4.416, -2.806], [-3.451, -3.548, -2.314], [-4.221, -5.351, -3.831], [-0.347, -5.482, -5.634], [0.420, -3.681, -4.114], [-0.208, -4.982, -1.261], [1.282, -4.859, 0.984], [2.321, -1.028, 4.490], [1.233, 1.356, 4.882], [1.134, -3.256, 4.546], [2.631, -4.817, 5.749], [5.250, -4.912, 2.377], [3.759, -3.334, 1.178], [-1.884, -1.331, -4.663], [-1.488, 1.304, -4.790]]}

---

4.
{"formula": "C49H45N5O6P2PtS", "method": "ωB97M-V/def2-TZVPD", "e_homo_ev": [-10.14, -10.16], "lumo_ev": [-3.29, -3.71], "de_lowest_ev": 1.5293, "multiplicity": 2, "total_charge": 1, "homo_lumo_gap_ev": [6.85, 6.45], "symbols": ["Pt", "C", "N", "C", "P", "C", "C", "C", "C", "C", "C", "C", "C", "C", "C", "C", "C", "C", "C", "C", "C", "C", "C", "P", "C", "C", "C", "C", "C", "C", "C", "C", "C", "C", "C", "C", "H", "H", "H", "H", "H", "H", "H", "H", "H", "H", "H", "H", "H", "H", "H", "H", "H", "H", "H", "H", "H", "H", "H", "H", "H", "H", "H", "H", "H", "C", "C", "C", "C", "C", "C", "C", "S", "O", "O", "N", "C", "C", "C", "C", "C", "N", "H", "H", "H", "H", "H", "H", "H", "H", "H", "H", "H", "O", "N", "O", "O", "O", "N", "C", "C", "C", "C", "C", "H", "H", "H", "H", "H"], "xyz": [[0.169, 0.243, 0.236], [2.202, 2.915, 0.844], [3.248, 2.651, -0.105], [3.231, 1.387, -0.767], [2.453, 0.046, 0.229], [3.230, 0.064, 1.853], [4.549, 0.503, 1.983], [5.143, 0.528, 3.234], [4.432, 0.110, 4.351], [3.126, -0.339, 4.221], [2.523, -0.356, 2.973], [3.135, -1.394, -0.633], [3.190, -1.430, -2.027], [3.745, -2.526, -2.666], [4.235, -3.592, -1.925], [4.170, -3.564, -0.540], [3.618, -2.471, 0.106], [4.221, 3.597, -0.424], [4.581, 4.598, 0.487], [5.554, 5.527, 0.160], [6.208, 5.473, -1.062], [5.872, 4.470, -1.957], [4.886, 3.545, -1.652], [0.466, 2.597, 0.437], [0.615, 2.938, -2.168], [1.601, 3.692, -2.775], [2.065, 3.293, -4.020], [1.552, 2.159, -4.633], [0.553, 1.423, -4.008], [0.068, 1.815, -2.768], [-0.127, 3.698, 1.729], [0.216, 3.466, 3.057], [-0.173, 4.375, 4.029], [-0.900, 5.503, 3.680], [-1.234, 5.731, 2.353], [-0.858, 4.829, 1.372], [2.224, 3.958, 1.148], [2.311, 2.316, 1.757], [4.246, 1.057, -1.002], [2.670, 1.390, -1.714], [5.112, 0.827, 1.117], [6.163, 0.874, 3.337], [4.901, 0.130, 5.326], [2.576, -0.677, 5.091], [1.509, -0.708, 2.863], [2.784, -0.621, -2.621], [3.783, -2.552, -3.746], [4.661, -4.449, -2.428], [4.544, -4.397, 0.040], [3.565, -2.457, 1.188], [4.127, 4.641, 1.468], [5.815, 6.291, 0.880], [6.972, 6.196, -1.308], [6.373, 4.408, -2.915], [4.621, 2.795, -2.387], [2.001, 4.565, -2.276], [2.837, 3.874, -4.508], [1.919, 1.858, -5.605], [0.138, 0.545, -4.484], [-0.726, 1.270, -2.273], [0.781, 2.588, 3.337], [0.094, 4.198, 5.063], [-1.208, 6.206, 4.443], [-1.800, 6.610, 2.076], [-1.131, 5.001, 0.341], [-6.684, 4.429, -3.345], [-5.665, 3.880, -2.387], [-5.911, 3.834, -1.020], [-4.965, 3.330, -0.136], [-3.764, 2.853, -0.628], [-3.490, 2.899, -1.988], [-4.439, 3.406, -2.857], [-2.497, 2.305, 0.533], [0.145, 3.366, -0.918], [-3.210, 2.085, 1.811], [-1.985, 0.901, -0.178], [-2.801, -0.224, 0.045], [-4.202, -0.231, 0.066], [-4.839, -1.435, 0.286], [-4.097, -2.600, 0.469], [-2.721, -2.495, 0.429], [-2.102, -1.331, 0.235], [-7.599, 4.714, -2.830], [-6.938, 3.690, -4.106], [-6.297, 5.309, -3.861], [-6.858, 4.196, -0.637], [-5.152, 3.290, 0.929], [-2.548, 2.519, -2.365], [-4.232, 3.431, -3.921], [-4.759, 0.679, -0.082], [-5.921, -1.472, 0.312], [-4.576, -3.554, 0.632], [-2.081, -3.362, 0.557], [0.382, -3.157, -1.670], [0.360, -2.147, -1.026], [0.255, -0.998, -1.589], [0.449, -2.124, 0.233], [-0.586, 0.820, 2.270], [-0.992, 0.019, 3.241], [-0.960, -1.319, 3.126], [-1.407, -2.110, 4.163], [-1.914, -1.523, 5.310], [-1.982, -0.138, 5.377], [-1.524, 0.619, 4.325], [-0.584, -1.702, 2.187], [-1.365, -3.183, 4.048], [-2.266, -2.131, 6.130], [-2.404, 0.366, 6.234], [-1.578, 1.695, 4.258]]}

---

5.
{"formula": "C23H30N2O3", "method": "ωB97M-V/def2-TZVPD", "e_homo_ev": -8.44, "lumo_ev": 0.63, "de_lowest_ev": 0.1127, "smiles": "COc1cccc(CNC(=O)CCCC(=O)N[C@H](C)CCc2ccccc2)c1", "total_charge": 0, "homo_lumo_gap_ev": 9.07, "symbols": ["C", "O", "C", "C", "C", "C", "C", "C", "N", "C", "O", "C", "C", "C", "C", "O", "N", "C", "C", "C", "C", "C", "C", "C", "C", "C", "C", "C", "H", "H", "H", "H", "H", "H", "H", "H", "H", "H", "H", "H", "H", "H", "H", "H", "H", "H", "H", "H", "H", "H", "H", "H", "H", "H", "H", "H", "H", "H"], "xyz": [[5.393, -0.486, 3.849], [5.052, -0.125, 2.534], [4.138, -0.887, 1.867], [3.497, -2.004, 2.389], [2.584, -2.693, 1.605], [2.300, -2.286, 0.317], [2.932, -1.165, -0.211], [2.642, -0.699, -1.611], [1.292, -0.998, -2.023], [0.997, -1.448, -3.256], [1.832, -1.629, -4.123], [-0.490, -1.696, -3.477], [-1.211, -0.424, -3.937], [-1.160, 0.724, -2.918], [-1.783, 0.324, -1.594], [-1.238, -0.441, -0.815], [-2.990, 0.862, -1.345], [-3.727, 0.609, -0.123], [-5.014, -0.152, -0.431], [-4.025, 1.919, 0.616], [-2.783, 2.800, 0.815], [-1.591, 2.045, 1.340], [-0.381, 2.083, 0.661], [0.712, 1.369, 1.118], [0.609, 0.602, 2.264], [-0.588, 0.570, 2.959], [-1.677, 1.290, 2.503], [3.845, -0.476, 0.568], [5.835, -1.487, 3.891], [4.526, -0.443, 4.517], [6.132, 0.246, 4.174], [3.696, -2.346, 3.392], [2.090, -3.561, 2.015], [1.591, -2.835, -0.282], [2.834, 0.380, -1.686], [3.306, -1.201, -2.327], [0.541, -0.849, -1.352], [-0.941, -2.070, -2.558], [-0.589, -2.452, -4.257], [-0.754, -0.079, -4.866], [-2.256, -0.670, -4.147], [-1.672, 1.594, -3.333], [-0.118, 0.991, -2.735], [-3.421, 1.470, -2.023], [-3.065, -0.012, 0.489], [-5.666, 0.441, -1.069], [-5.545, -0.380, 0.489], [-4.785, -1.086, -0.939], [-4.458, 1.665, 1.583], [-4.773, 2.489, 0.058], [-2.512, 3.267, -0.135], [-3.041, 3.603, 1.512], [-0.295, 2.674, -0.241], [1.645, 1.402, 0.578], [1.457, 0.030, 2.607], [-0.676, -0.023, 3.858], [-2.606, 1.260, 3.055], [4.355, 0.396, 0.185]]}